{
  "formula": "C5H6N2O2",
  "method": "ωB97M-V with the def2-TZVPD basis set",
  "gap_ev": 10.11,
  "relative_energy_kj_mol": 387.21,
  "charge": 0,
  "symbols": ["N", "C", "O", "C", "C", "C", "C", "N", "H", "H", "H", "H", "O", "H", "H"],
  "xyz": [[3.3424, -0.3534, 1.0838], [2.2648, -0.9314, 0.5266], [2.2094, -2.1141, 0.2069], [1.1026, -0.0572, 0.3814], [0.1158, 0.6422, 0.3332], [-1.0708, 1.4739, 0.1874], [-2.3039, 0.7034, -0.2594], [-2.2756, -0.0943, -1.3064], [4.1854, -0.8962, 1.2174], [3.3270, 0.6019, 1.4125], [-1.3255, 1.9587, 1.1418], [-0.8710, 2.2813, -0.5332], [-3.3479, 1.4529, -0.4565], [-1.4545, -0.6896, -1.3562], [-3.4986, 0.6867, -1.5580]],
  "forces_ev_per_angstrom": [[0.73, 0.51, 0.30], [-0.60, -1.37, -0.17], [0.18, 0.99, 0.10], [-0.92, 0.80, 0.06], [1.11, -0.66, -0.03], [-0.04, -0.51, 1.99], [0.01, 2.07, -5.55], [0.84, -1.18, 1.62], [-0.31, 0.02, -0.06], [-0.07, -0.27, -0.18], [0.31, -0.01, -0.18], [-0.44, -0.45, 0.04], [-1.54, -0.25, 0.06], [-0.07, -0.32, -0.46], [0.82, 0.62, 2.47]]
}

=====

{
  "formula": "C23H27CeClF4N2O3S",
  "method": "ωB97M-V with the def2-TZVPD basis set",
  "gap_ev": [5.69, 5.69],
  "relative_energy_kj_mol": 76.84,
  "charge": 2,
  "symbols": ["Ce", "C", "C", "N", "C", "C", "C", "C", "N", "C", "C", "F", "C", "F", "C", "C", "F", "C", "F", "H", "H", "H", "H", "H", "H", "H", "H", "H", "H", "H", "H", "H", "H", "H", "Cl", "C", "C", "C", "C", "O", "C", "C", "O", "C", "H", "H", "H", "H", "O", "S", "C", "C", "C", "C", "H", "H", "H", "H", "H", "H", "H", "H"],
  "xyz": [[-0.4879, 0.1978, 0.1378], [-1.3598, 2.5374, -2.0116], [0.1358, 2.8421, -1.9274], [0.6900, 2.3381, -0.6545], [0.5275, 3.3319, 0.4449], [1.2251, 4.6837, 0.2539], [2.0990, 1.9050, -0.8235], [2.6868, 1.2460, 0.4395], [1.6940, 0.3467, 1.0235], [2.0761, -0.6379, 1.8395], [1.0703, -1.4920, 2.3736], [-0.2823, -1.1490, 2.0733], [1.3054, -2.6160, 3.1358], [0.2660, -3.3804, 3.5067], [2.5944, -2.9743, 3.4783], [3.6136, -2.1257, 3.0551], [4.8725, -2.4224, 3.3883], [3.3840, -1.0015, 2.2877], [4.4564, -0.2506, 1.9472], [-1.7622, 2.9232, -2.9457], [-1.5202, 1.4372, -1.9822], [-1.8987, 3.0211, -1.1938], [0.6477, 2.3383, -2.7530], [0.3145, 3.9183, -2.0288], [-0.5479, 3.5080, 0.5758], [0.9025, 2.8644, 1.3644], [0.7555, 5.2856, -0.5209], [1.1513, 5.2466, 1.1811], [2.2804, 4.5699, 0.0213], [2.1048, 1.1594, -1.6339], [2.7387, 2.7471, -1.1118], [3.5962, 0.7216, 0.1261], [2.9847, 2.0080, 1.1732], [2.7992, -3.8509, 4.0656], [-8.1332, 0.8812, 0.5770], [-6.4099, 0.9687, 0.5748], [-5.7833, 2.1605, 0.9889], [-4.4228, 2.2702, 0.9946], [-3.5779, 1.1883, 0.6196], [-2.2981, 1.3011, 0.7017], [-4.2395, -0.0102, 0.1534], [-3.4965, -1.0994, -0.3468], [-2.2500, -1.1168, -0.4930], [-5.6536, -0.0895, 0.1589], [-6.3931, 2.9921, 1.3063], [-3.9477, 3.1887, 1.3090], [-4.0625, -1.9933, -0.6598], [-6.1240, -0.9986, -0.1832], [0.3543, -1.4231, -1.0797], [-0.1725, -2.6739, -0.4027], [1.3065, -3.7658, -0.2991], [1.0385, -4.9730, -1.1821], [0.2251, -4.4548, -2.3625], [-0.9174, -3.6795, -1.7344], [1.4769, -4.0204, 0.7436], [2.1332, -3.1575, -0.6609], [0.4514, -5.7167, -0.6423], [1.9741, -5.4342, -1.4912], [-0.1414, -5.2584, -3.0009], [0.8331, -3.7812, -2.9668], [-1.6256, -4.3426, -1.2399], [-1.4451, -2.9998, -2.4007]],
  "forces_ev_per_angstrom": [[0.80, 2.56, 0.51], [0.42, 0.18, 0.17], [-0.36, -0.08, -0.34], [0.18, -0.30, 0.33], [-0.09, 0.23, 0.30], [-0.11, -0.29, -0.06], [0.25, -0.33, 0.34], [-0.16, 0.49, -0.38], [-1.32, 0.99, -1.19], [0.32, -1.88, 1.69], [0.39, 0.29, -0.18], [0.77, -0.04, 0.63], [-0.32, -0.34, 0.16], [0.27, 0.33, -0.14], [-0.06, 0.55, -0.27], [0.21, -0.53, 0.33], [-0.54, 0.24, -0.19], [-0.06, 0.65, -0.60], [-0.56, -0.33, 0.12], [-0.08, -0.23, -0.07], [-0.26, 0.37, -0.21], [-0.06, -0.21, -0.09], [0.02, 0.12, 0.12], [0.03, -0.24, -0.04], [0.17, -0.13, 0.01], [-0.15, 0.04, -0.14], [0.03, 0.01, -0.03], [-0.01, 0.00, 0.07], [0.10, 0.03, 0.00], [0.05, 0.26, 0.10], [-0.09, -0.16, -0.14], [-0.20, 0.09, 0.11], [-0.01, -0.13, -0.11], [0.04, -0.15, 0.12], [0.17, -0.02, 0.01], [-0.19, -0.05, -0.04], [-0.20, -0.35, -0.15], [1.11, -0.37, -0.06], [-2.75, 0.03, -0.11], [2.01, -0.57, -0.06], [0.70, 0.49, 0.25], [-1.16, 0.26, 0.10], [-0.04, -0.03, -0.20], [-0.03, 0.08, 0.03], [-0.08, 0.09, 0.01], [0.01, 0.03, 0.08], [0.20, 0.19, 0.05], [-0.11, -0.09, -0.03], [0.69, 1.33, -1.18], [0.28, -3.54, 0.04], [-0.13, 0.05, 0.27], [-0.17, -0.05, -0.23], [0.20, 0.01, 0.05], [-0.04, 0.23, 0.05], [0.00, 0.08, 0.08], [0.00, 0.14, -0.04], [0.08, -0.07, 0.06], [0.03, -0.02, 0.03], [-0.05, 0.07, 0.02], [0.02, -0.03, -0.13], [-0.13, -0.01, 0.08], [-0.04, 0.05, 0.09]]
}